# 1
Formula: C32H33MnN2O8
Source: the OMol25 dataset
Level of theory: ωB97M-V with the def2-TZVPD basis set

Atoms and positions in Å:
1 Mn 0.406 0.300 1.256
2 O 0.306 4.251 0.533
3 C 0.594 3.207 1.294
4 O -0.250 2.413 1.660
5 C 2.037 3.093 1.699
6 O 2.201 1.817 2.271
7 C 4.040 0.795 0.898
8 C 3.050 1.151 -0.234
9 O 3.412 1.918 -1.122
10 O 1.861 0.656 -0.150
11 H -0.630 4.214 0.283
12 H 2.253 3.869 2.445
13 H 2.680 3.260 0.832
14 H 3.529 -1.165 1.563
15 H 4.982 1.283 0.656
16 C 2.315 -3.375 2.175
17 C 1.156 -2.450 1.901
18 O 1.243 -1.293 2.337
19 C 0.013 -2.911 1.147
20 C 0.032 -4.151 0.483
21 C -1.025 -4.584 -0.278
22 C -2.164 -3.774 -0.395
23 C -2.227 -2.560 0.238
24 C -1.157 -2.072 1.038
25 O -1.260 -0.932 1.619
26 H 2.958 -2.923 2.927
27 H 2.905 -3.511 1.265
28 H 1.968 -4.348 2.524
29 H 0.915 -4.772 0.559
30 H -0.977 -5.538 -0.787
31 H -3.002 -4.114 -0.994
32 H -3.102 -1.925 0.151
33 C -6.238 -0.020 -2.791
34 C -5.669 0.525 -1.484
35 N -5.376 1.951 -1.532
36 C -6.497 2.883 -1.470
37 C -6.674 3.659 -2.773
38 C -4.125 2.474 -1.412
39 O -3.936 3.665 -1.204
40 C -2.965 1.544 -1.574
41 C -2.658 0.933 -2.787
42 C -1.504 0.174 -2.862
43 C -0.692 0.061 -1.746
44 N -0.977 0.656 -0.587
45 C -2.092 1.374 -0.513
46 H -6.437 -1.088 -2.691
47 H -5.528 0.122 -3.606
48 H -7.170 0.483 -3.053
49 H -4.756 -0.009 -1.230
50 H -6.385 0.347 -0.677
51 H -6.315 3.588 -0.657
52 H -7.396 2.312 -1.239
53 H -5.786 4.262 -2.956
54 H -7.538 4.321 -2.705
55 H -6.815 2.977 -3.613
56 H -3.299 1.073 -3.648
57 H -1.221 -0.317 -3.783
58 H 0.233 -0.503 -1.769
59 H -2.314 1.821 0.447
60 C 6.508 -2.319 -0.307
61 C 5.269 -2.103 -0.990
62 C 4.253 -1.436 -0.408
63 C 4.342 -0.786 0.949
64 C 3.515 1.275 2.217
65 C 4.087 1.050 3.420
66 C 5.275 0.319 3.710
67 C 5.976 -0.548 2.891
68 C 5.668 -1.058 1.622
69 C 6.654 -1.819 0.958
70 H 7.307 -2.874 -0.786
71 H 5.141 -2.512 -1.989
72 H 3.309 -1.335 -0.932
73 H 3.575 1.491 4.273
74 H 5.685 0.472 4.704
75 H 6.918 -0.908 3.303
76 H 7.588 -2.007 1.485

Computed properties:
* frontier orbital gap (spin up / spin down): 4.045 / 4.046 eV
* multiplicity: 6
* electronic energy: -3101.7454 Ha
* HOMO (spin up / spin down): -2.008 / -2.010 eV
* <S²>: 8.754
* ΔE to the lowest compared entry with this formula, charge and spin: 1.9853 eV
* total charge: -1



# 2
Formula: C32H33N4O2
Source: the OMol25 dataset
Level of theory: ωB97M-V with the def2-TZVPD basis set

Atoms and positions in Å:
1 C 5.490 4.989 -0.025
2 O 4.385 4.755 0.872
3 C 3.227 4.274 0.360
4 C 2.272 3.777 1.288
5 C 1.244 2.981 0.848
6 C 1.058 2.705 -0.550
7 C 0.049 1.812 -0.980
8 C -0.298 1.596 -2.345
9 C -1.666 1.589 -2.758
10 C -2.015 1.460 -4.081
11 C -1.014 1.242 -5.062
12 O -1.445 1.059 -6.337
13 C -0.459 0.890 -7.378
14 C 0.351 1.210 -4.680
15 C 0.691 1.387 -3.351
16 C 1.894 3.434 -1.459
17 C 2.969 4.187 -1.032
18 H 6.302 5.260 0.650
19 H 5.756 4.091 -0.604
20 H 5.259 5.816 -0.708
21 H 2.443 3.964 2.349
22 H 0.538 2.543 1.561
23 H -0.629 1.412 -0.223
24 H -2.439 1.738 -2.003
25 H -3.051 1.479 -4.417
26 H -1.056 0.697 -8.270
27 H 0.126 1.813 -7.498
28 H 0.213 0.042 -7.180
29 H 1.124 1.015 -5.430
30 H 1.743 1.351 -3.063
31 H 1.685 3.386 -2.526
32 H 3.647 4.660 -1.753
33 N -1.259 -2.744 -1.678
34 N -1.332 -2.206 -0.666
35 N -1.464 -1.411 0.289
36 C -1.201 -1.967 1.614
37 C -1.813 -0.978 2.602
38 C -2.242 -1.352 3.879
39 C -2.852 -0.391 4.701
40 C -3.006 0.927 4.263
41 C -2.541 1.298 2.998
42 C -1.954 0.337 2.178
43 C -1.813 -3.361 1.723
44 C -3.046 -3.567 1.110
45 C -3.579 -4.858 1.065
46 C -2.928 -5.911 1.722
47 C -1.773 -5.663 2.468
48 C -1.219 -4.374 2.488
49 C 0.317 -2.022 1.809
50 C 1.079 -0.665 1.751
51 C 2.496 -1.063 1.319
52 C 2.376 -2.517 0.814
53 N 0.950 -2.718 0.739
54 H -2.109 -2.384 4.222
55 H -3.213 -0.690 5.685
56 H -3.483 1.667 4.904
57 H -2.629 2.318 2.629
58 H -1.622 0.599 1.174
59 H -3.608 -2.718 0.702
60 H -4.495 -5.024 0.504
61 H -3.323 -6.926 1.668
62 H -1.278 -6.453 3.038
63 H -0.327 -4.173 3.092
64 H 0.524 -2.494 2.795
65 H 0.595 -0.094 0.942
66 H 0.979 -0.089 2.677
67 H 2.848 -0.404 0.519
68 H 3.216 -0.994 2.138
69 H 2.844 -2.664 -0.164
70 H 2.850 -3.215 1.532
71 H 0.642 -3.669 0.542

Computed properties:
* frontier orbital gap: 5.675 eV
* multiplicity: 1
* electronic energy: -1608.3509 Ha
* HOMO: -10.739 eV
* ΔE to the lowest compared entry with this formula, charge and spin: 0.0000 eV
* total charge: +1



# 3
Formula: C32H34BrN8O3STl
Source: the OMol25 dataset
Level of theory: ωB97M-V with the def2-TZVPD basis set

Atoms and positions in Å:
1 Tl -0.966 0.376 -0.233
2 C -5.601 1.655 4.266
3 C -5.608 0.608 3.160
4 N -4.325 -0.048 2.984
5 C -3.264 0.526 2.367
6 S -1.756 -0.337 2.459
7 N -3.486 1.696 1.803
8 N -2.424 2.176 1.098
9 C -2.429 3.418 0.785
10 C -3.508 4.384 1.178
11 C -1.280 3.903 -0.021
12 C -1.247 5.210 -0.504
13 C -0.158 5.629 -1.251
14 C 0.869 4.738 -1.504
15 C 0.757 3.451 -0.998
16 N -0.280 3.045 -0.271
17 H -6.579 2.134 4.346
18 H -4.855 2.419 4.050
19 H -5.363 1.201 5.229
20 H -5.888 1.066 2.212
21 H -6.339 -0.172 3.379
22 H -4.116 -0.871 3.521
23 H -4.232 3.878 1.807
24 H -4.021 4.774 0.295
25 H -3.089 5.235 1.719
26 H -2.063 5.888 -0.298
27 H -0.118 6.642 -1.631
28 H 1.737 5.020 -2.085
29 H 1.514 2.705 -1.201
30 C -1.944 -3.403 -0.386
31 C -0.445 -3.331 -0.249
32 O 0.310 -3.867 -1.054
33 N 0.015 -2.623 0.807
34 C 1.435 -2.392 1.001
35 C 1.682 -1.178 1.862
36 C 2.204 -1.315 3.140
37 C 2.407 -0.182 3.913
38 C 2.079 1.052 3.384
39 C 1.556 1.097 2.101
40 N 1.368 0.017 1.349
41 H -2.218 -2.917 -1.324
42 H -2.465 -2.915 0.438
43 H -2.245 -4.447 -0.453
44 H -0.649 -2.235 1.465
45 H 1.884 -2.232 0.025
46 H 1.919 -3.266 1.444
47 H 2.440 -2.300 3.520
48 H 2.807 -0.267 4.915
49 H 2.208 1.963 3.950
50 H 1.262 2.042 1.655
51 C -1.269 2.270 -3.696
52 O -0.050 1.688 -3.275
53 C 0.118 0.360 -3.491
54 C -0.734 -0.434 -4.230
55 C -0.455 -1.795 -4.360
56 Br -1.637 -2.872 -5.377
57 C 0.641 -2.364 -3.768
58 C 1.508 -1.564 -3.011
59 C 1.255 -0.198 -2.873
60 O 2.001 0.615 -2.112
61 C 2.638 -2.147 -2.290
62 N 3.582 -1.435 -1.710
63 C 4.391 -2.350 -1.052
64 C 5.503 -2.145 -0.239
65 C 6.078 -3.254 0.351
66 C 5.563 -4.543 0.141
67 C 4.463 -4.760 -0.669
68 C 3.893 -3.641 -1.262
69 N 2.799 -3.484 -2.091
70 H -2.123 1.767 -3.234
71 H -1.371 2.241 -4.784
72 H -1.234 3.306 -3.364
73 H -1.612 -0.021 -4.701
74 H 0.832 -3.420 -3.887
75 H 2.767 0.086 -1.762
76 H 5.888 -1.147 -0.074
77 H 6.941 -3.131 0.991
78 H 6.037 -5.386 0.626
79 H 4.063 -5.753 -0.825
80 H 2.031 -4.136 -2.143

Computed properties:
* frontier orbital gap: 7.655 eV
* multiplicity: 1
* electronic energy: -5048.3705 Ha
* HOMO: -7.380 eV
* ΔE to the lowest compared entry with this formula, charge and spin: 0.1753 eV



# 4
Formula: C32H34Cl2N3O5OsSi
Source: the OMol25 dataset
Level of theory: ωB97M-V with the def2-TZVPD basis set

Atoms and positions in Å:
1 Os 0.704 1.722 -0.277
2 C -2.760 -5.339 -2.514
3 O -2.469 -4.096 -1.837
4 C -3.121 -3.850 -0.670
5 C -4.054 -4.688 -0.061
6 C -4.630 -4.312 1.152
7 C -4.262 -3.125 1.775
8 C -3.316 -2.284 1.184
9 C -2.759 -2.617 -0.053
10 N -1.770 -1.884 -0.715
11 C -1.392 -0.597 -0.515
12 N -2.346 0.256 -0.112
13 C -2.311 1.630 0.153
14 C -1.170 2.464 0.046
15 C -1.466 3.839 0.294
16 C -2.710 4.303 0.675
17 C -3.805 3.446 0.838
18 C -3.595 2.103 0.560
19 O -4.550 1.129 0.631
20 C -5.769 1.431 1.331
21 N -0.146 -0.170 -0.782
22 C 0.800 -1.189 -1.115
23 C 1.464 -1.099 -2.329
24 C 2.394 -2.058 -2.706
25 C 2.653 -3.148 -1.860
26 C 1.991 -3.250 -0.641
27 C 1.076 -2.271 -0.232
28 O 0.404 -2.486 0.927
29 C 0.488 -1.498 1.983
30 H -2.172 -5.331 -3.431
31 H -3.820 -5.406 -2.786
32 H -2.450 -6.206 -1.916
33 H -4.338 -5.623 -0.537
34 H -5.376 -4.953 1.603
35 H -4.714 -2.856 2.717
36 H -3.001 -1.374 1.700
37 H -1.217 -2.446 -1.355
38 H -3.285 -0.132 -0.038
39 H -0.663 4.552 0.190
40 H -2.842 5.366 0.845
41 H -4.784 3.806 1.134
42 H -6.378 2.179 0.806
43 H -5.590 1.737 2.369
44 H -6.353 0.504 1.353
45 H 1.247 -0.238 -2.950
46 H 2.922 -1.968 -3.647
47 H 3.356 -3.917 -2.161
48 H 2.170 -4.091 0.012
49 H -0.164 -1.848 2.785
50 H 0.137 -0.504 1.695
51 H 1.516 -1.417 2.351
52 Cl 7.245 -1.529 1.932
53 C 5.896 -0.784 1.216
54 C 5.806 -0.674 -0.187
55 C 4.706 -0.068 -0.772
56 Cl 4.646 0.125 -2.465
57 C 3.623 0.411 0.021
58 O 2.546 0.899 -0.599
59 C 3.744 0.344 1.425
60 C 2.764 0.878 2.300
61 O 1.664 1.460 1.977
62 C 4.878 -0.253 2.015
63 H 6.612 -1.038 -0.808
64 H 2.966 0.792 3.377
65 H 4.970 -0.298 3.089
66 C 3.782 3.607 -1.073
67 Si 1.940 3.818 -0.588
68 C 1.906 4.656 1.144
69 C 1.183 4.895 -1.997
70 H 4.243 4.589 -1.217
71 H 3.886 3.040 -2.004
72 H 4.330 3.088 -0.280
73 H 2.079 5.736 1.034
74 H 2.716 4.252 1.763
75 H 0.960 4.504 1.672
76 H 1.536 5.927 -1.903
77 H 0.086 4.917 -1.976
78 H 1.509 4.510 -2.966

Computed properties:
* frontier orbital gap (spin up / spin down): 7.207 / 5.943 eV
* multiplicity: 5
* electronic energy: -3080.5354 Ha
* HOMO (spin up / spin down): -10.542 / -10.511 eV
* <S²>: 6.032
* total charge: +1



# 5
Formula: C32H34Cl7N2O6
Source: the OMol25 dataset
Level of theory: ωB97M-V with the def2-TZVPD basis set

Atoms and positions in Å:
1 C -4.815 4.813 -2.157
2 N -3.416 4.191 -2.044
3 C -3.159 3.021 -2.672
4 C -1.836 2.611 -2.780
5 C -0.792 3.325 -2.183
6 C -1.105 4.503 -1.608
7 C -2.387 4.963 -1.571
8 C 0.617 2.834 -2.203
9 C 0.920 1.512 -1.967
10 C 2.279 1.138 -1.899
11 N 3.289 1.946 -2.156
12 C 3.033 3.234 -2.436
13 C 1.705 3.685 -2.438
14 C 4.659 1.609 -2.124
15 H -5.514 3.978 -2.101
16 H -4.994 5.321 -3.105
17 H -4.986 5.435 -1.278
18 H -3.936 2.457 -3.167
19 H -1.575 1.700 -3.298
20 H -0.295 5.057 -1.156
21 H -2.701 5.914 -1.167
22 H 0.183 0.724 -1.921
23 H 2.592 0.145 -1.611
24 H 3.847 3.881 -2.732
25 H 1.576 4.735 -2.657
26 H 4.754 0.804 -1.395
27 H 5.227 2.503 -1.868
28 H 4.833 1.220 -3.127
29 Cl -2.167 -1.097 -0.885
30 O -1.195 -1.505 0.071
31 O -2.696 0.226 -0.625
32 O -1.720 -1.156 -2.253
33 O -3.188 -2.078 -0.671
34 Cl 0.181 1.538 4.273
35 C -0.238 0.752 2.803
36 C 0.005 1.676 1.587
37 Cl -1.232 2.946 1.561
38 H -1.262 0.407 2.947
39 H 0.402 -0.123 2.689
40 H -0.123 1.121 0.658
41 H 1.023 2.063 1.542
42 Cl -6.126 -3.658 1.135
43 C -5.742 -4.170 -0.519
44 C -6.892 -5.036 -1.058
45 Cl -8.276 -3.976 -1.497
46 H -4.788 -4.694 -0.458
47 H -5.599 -3.278 -1.130
48 H -7.179 -5.761 -0.296
49 H -6.623 -5.501 -2.006
50 Cl -7.348 0.643 0.277
51 C -5.625 0.301 0.705
52 C -5.044 1.719 1.025
53 Cl -5.827 2.205 2.548
54 H -5.247 -0.090 -0.240
55 H -5.545 -0.434 1.505
56 H -5.300 2.503 0.313
57 H -3.995 1.758 1.317
58 C 2.332 -5.297 0.100
59 C 1.520 -4.150 0.146
60 C 2.016 -2.932 0.648
61 C 3.359 -2.815 1.114
62 C 4.146 -3.974 1.274
63 C 3.590 -5.193 0.744
64 C 5.557 -3.801 1.799
65 O 6.238 -4.784 1.889
66 C 5.913 -2.543 2.547
67 C 7.025 -2.472 3.420
68 C 7.364 -1.252 4.041
69 C 6.617 -0.148 3.787
70 C 5.455 -0.212 2.982
71 C 5.090 -1.402 2.337
72 C 3.931 -1.425 1.415
73 O 3.411 -0.365 1.034
74 H 2.000 -6.314 -0.048
75 H 0.529 -4.244 -0.272
76 H 1.347 -2.097 0.503
77 H 4.171 -6.099 0.842
78 H 7.565 -3.381 3.639
79 H 8.314 -1.112 4.535
80 H 6.996 0.768 4.216
81 H 4.880 0.686 2.808

Computed properties:
* frontier orbital gap: 5.993 eV
* multiplicity: 1
* electronic energy: -5021.5250 Ha
* HOMO: -11.274 eV
* total charge: +1



# 6
Formula: C32H34ClFN7O4PY
Source: the OMol25 dataset
Level of theory: ωB97M-V with the def2-TZVPD basis set

Atoms and positions in Å:
1 Y 0.554 0.222 -0.007
2 N -0.785 2.203 2.676
3 C -1.179 2.792 1.538
4 N -1.855 3.931 1.652
5 C -2.194 4.493 0.497
6 N -2.875 5.644 0.537
7 N -1.901 4.007 -0.731
8 C -1.251 2.869 -0.722
9 N -0.862 2.186 0.365
10 C -0.927 2.295 -2.077
11 C -1.104 3.072 -3.206
12 C -0.796 2.514 -4.437
13 C -0.323 1.215 -4.493
14 C -0.152 0.521 -3.307
15 N -0.444 1.052 -2.120
16 H -0.968 2.692 3.534
17 H -0.224 1.361 2.671
18 H -3.113 6.046 1.425
19 H -3.148 6.089 -0.320
20 H -1.479 4.079 -3.107
21 H -0.920 3.093 -5.343
22 H -0.072 0.743 -5.432
23 H 0.248 -0.485 -3.291
24 C -3.136 -6.131 -2.336
25 C -1.690 -6.491 -2.038
26 C -1.084 -7.255 -3.200
27 C 0.400 -7.491 -3.009
28 C 1.101 -6.173 -2.862
29 C 2.384 -5.974 -3.302
30 C 3.015 -4.741 -3.111
31 F 4.271 -4.606 -3.559
32 C 2.400 -3.700 -2.490
33 C 1.081 -3.881 -2.034
34 C 0.417 -2.789 -1.345
35 O 1.010 -1.671 -1.254
36 C -0.821 -3.085 -0.737
37 C -1.398 -4.308 -0.980
38 N -0.871 -5.261 -1.751
39 C 0.431 -5.100 -2.234
40 C -1.491 -2.201 0.277
41 O -2.106 -2.749 1.189
42 O -1.315 -0.939 0.131
43 H -3.649 -7.026 -2.684
44 H -3.188 -5.378 -3.124
45 H -3.680 -5.765 -1.468
46 H -1.638 -7.110 -1.139
47 H -1.254 -6.693 -4.124
48 H -1.626 -8.196 -3.293
49 H 0.823 -8.049 -3.844
50 H 0.567 -8.093 -2.109
51 H 2.928 -6.774 -3.790
52 H 2.899 -2.753 -2.340
53 H -2.349 -4.531 -0.522
54 C -1.197 -1.280 3.979
55 P 0.481 -1.290 3.417
56 C 1.531 -0.855 4.783
57 C 0.880 -2.952 2.940
58 O 0.716 -0.322 2.263
59 H -1.318 -2.009 4.783
60 H -1.844 -1.549 3.141
61 H -1.458 -0.290 4.356
62 H 1.386 -1.542 5.618
63 H 1.299 0.159 5.113
64 H 2.571 -0.887 4.459
65 H 0.920 -3.595 3.821
66 H 1.854 -2.953 2.449
67 H 0.112 -3.325 2.259
68 Cl 3.320 -0.736 0.437
69 C 3.968 0.882 0.796
70 C 5.057 0.963 1.644
71 C 5.542 2.219 1.972
72 C 4.919 3.344 1.443
73 C 3.843 3.216 0.579
74 C 3.323 1.967 0.208
75 C 2.164 1.808 -0.714
76 H 5.511 0.065 2.040
77 H 6.393 2.314 2.632
78 H 5.288 4.330 1.694
79 H 3.388 4.105 0.159
80 H 2.501 1.305 -1.639
81 H 1.821 2.800 -1.023

Computed properties:
* frontier orbital gap: 6.972 eV
* multiplicity: 1
* electronic energy: -2864.0041 Ha
* HOMO: -9.416 eV
* total charge: +1



Q: Look up the multiplicity of the fourth one.
A: 5



Q: Number 1 is which compound?
A: C32H33MnN2O8